Entry 1:
79
Properties=species:S:1:pos:R:3:forces:R:3:mulliken_charge:R:1 method="wB97M-V/def2-TZVPD" multiplicity=4 fmax_ev_per_a=3.495 homo_ev="-19.465 / -20.491" charge=+4
Re 0.5467 0.0746 -0.7581 -1.343 3.135 -0.765 1.604
P 1.7009 2.1254 -1.5307 0.640 1.879 -0.885 0.876
P -1.6059 1.0683 -0.1930 -1.589 1.055 0.417 0.504
P -0.4587 -0.8532 -2.7251 -1.453 -0.607 -1.250 0.441
H 3.1400 -0.7439 -0.1365 -0.139 -0.279 -0.253 0.423
C 2.3497 -0.9633 -0.8698 1.496 -0.481 0.229 -1.252
C 1.1552 -1.6474 -0.4545 2.215 -1.949 -0.137 0.950
H 1.0588 -2.6885 -0.1964 -0.360 -0.125 -0.149 -0.333
C 2.6169 3.0530 -0.2617 0.012 -0.193 0.336 -1.370
C 0.5790 3.4220 -2.1864 -0.077 -0.214 0.105 -1.269
C 2.9269 2.0015 -2.9010 -0.224 -0.480 0.336 -1.300
C -2.8028 -0.0693 0.5871 -0.031 -0.312 0.033 -0.960
C -1.6077 2.4351 1.0207 0.086 0.131 0.208 -0.794
C -2.6317 1.8457 -1.5016 0.032 -0.010 -0.209 -1.537
C 0.4954 -2.1905 -3.5245 0.296 0.225 0.195 -0.943
C -0.7922 0.3099 -4.1080 0.209 0.094 0.242 -1.306
C -2.0721 -1.6715 -2.4939 -0.067 -0.046 0.093 -1.064
H 2.7525 -1.1763 -1.8682 0.053 -0.260 0.459 0.393
H 1.1446 0.2878 -2.3234 -0.016 -0.482 0.727 -0.670
H 3.3527 2.4092 0.2322 0.028 0.176 -0.181 0.421
H 1.9177 3.4196 0.4985 0.072 0.043 -0.125 0.265
H 3.1194 3.9058 -0.7397 -0.127 -0.237 0.155 0.578
H -0.1149 3.7538 -1.4052 0.147 0.018 -0.173 0.316
H 0.0028 3.0525 -3.0437 0.174 0.117 0.155 0.290
H 1.1952 4.2749 -2.5073 -0.184 -0.218 0.070 0.583
H 3.6480 1.1994 -2.6941 -0.057 0.296 -0.073 0.359
H 3.4452 2.9691 -2.9773 -0.146 -0.335 -0.013 0.528
H 2.4204 1.7793 -3.8513 0.122 0.110 0.243 0.372
H -3.8064 0.3756 0.5271 0.237 -0.138 0.090 0.478
H -2.5445 -0.2142 1.6440 -0.149 0.038 -0.265 0.122
H -2.8113 -1.0437 0.0864 -0.079 0.221 0.158 0.207
H -2.5458 2.9985 0.9176 0.285 -0.123 0.071 0.700
H -0.7639 3.1169 0.8591 -0.185 -0.060 0.004 0.208
H -1.5520 2.0268 2.0385 -0.106 0.291 -0.465 0.019
H -3.4955 2.3108 -1.0067 0.201 -0.156 -0.121 0.647
H -3.0089 1.1241 -2.2323 0.068 0.148 0.156 0.427
H -2.0780 2.6310 -2.0281 -0.127 -0.177 0.114 0.363
H -0.0042 -2.4753 -4.4582 0.054 0.111 0.189 0.563
H 0.5442 -3.0694 -2.8708 -0.007 0.143 -0.028 0.059
H 1.5167 -1.8676 -3.7573 -0.173 -0.078 -0.028 0.388
H -1.0698 -0.2724 -4.9952 0.025 0.063 0.203 0.543
H 0.1003 0.9017 -4.3495 -0.190 -0.158 0.008 0.303
H -1.6149 0.9905 -3.8645 0.215 -0.153 -0.056 0.318
H -2.4198 -2.0508 -3.4637 0.098 0.087 0.153 0.557
H -2.8310 -0.9869 -2.1024 0.170 -0.189 -0.124 0.414
H -1.9635 -2.5214 -1.8101 -0.027 0.152 -0.084 0.007
C 0.2936 -4.9025 0.2237 0.105 0.641 1.053 0.343
C 1.5515 -5.2487 -0.3036 0.808 -0.570 -0.534 -0.121
C 1.6285 -5.9239 -1.5233 0.648 0.541 0.932 -0.551
C 0.4654 -6.2343 -2.2451 0.046 -0.170 0.016 -0.454
C -0.7804 -5.7789 -1.7787 -0.560 0.598 0.798 -0.718
C -0.8594 -5.1003 -0.5579 -0.751 -0.311 -0.807 -0.160
Se 0.2020 -4.1117 1.9707 -0.013 -0.946 -1.466 0.224
H -1.2335 -3.8155 1.8326 0.001 -0.097 0.146 0.200
H 2.4559 -4.9845 0.2494 -0.156 -0.323 -0.185 0.466
H 2.6160 -6.2030 -1.8987 -0.376 -0.005 0.064 0.467
H 0.5484 -6.8280 -3.1613 -0.135 0.274 0.291 0.460
H -1.6883 -5.9487 -2.3644 0.321 -0.008 0.249 0.476
H -1.7937 -4.6928 -0.1711 -0.026 -0.449 -0.300 0.353
C -2.2117 0.5508 5.0385 -0.376 0.085 0.162 -1.084
C -0.7467 0.3313 4.7338 -0.354 0.116 0.644 -0.697
N -0.4791 0.4819 3.2799 2.145 -0.533 -0.623 0.126
C 0.6897 1.0404 2.8728 -1.621 0.400 2.339 0.107
S 1.5606 0.4926 1.5262 0.497 -0.624 -1.534 -0.315
N 1.2472 2.0487 3.5845 -0.006 -0.930 -2.145 -0.161
C 0.4504 3.2348 3.9567 -0.374 0.446 0.644 0.005
C 1.3726 4.2059 4.6706 -0.059 0.051 0.081 -1.344
H -2.5920 1.4875 4.6127 0.137 -0.133 0.089 0.261
H -2.3544 0.6024 6.1235 -0.005 -0.082 -0.211 0.407
H -2.8274 -0.2745 4.6621 0.075 0.151 0.066 0.354
H -0.1104 1.0378 5.2723 -0.125 -0.232 -0.130 0.442
H -0.4449 -0.6817 5.0375 0.042 0.258 -0.179 0.372
H -0.7026 -0.3616 2.7432 -0.112 0.559 0.141 0.157
H 2.1811 2.2830 3.2365 -0.159 0.068 0.364 0.466
H 0.0299 3.6941 3.0460 0.149 -0.235 0.256 0.064
H -0.3844 2.8954 4.5803 0.215 0.266 -0.068 0.272
H 2.0815 4.6455 3.9550 -0.132 -0.032 0.262 0.375
H 0.7703 5.0075 5.1095 0.251 -0.081 -0.066 0.400
H 1.9304 3.6935 5.4650 -0.176 0.234 -0.115 0.378


Entry 2:
21
Properties=species:S:1:pos:R:3:forces:R:3:mulliken_charge:R:1 method="wB97M-V/def2-TZVPD" e_above_lowest_kcal_mol=24.9 multiplicity=1 fmax_ev_per_a=3.194 smiles=NCC[NH2+]CCN homo_ev=-13.498 charge=+1
N 2.6860 0.7936 -0.4244 1.382 0.316 0.073 -0.584
C 2.4263 -0.5223 0.1029 -2.989 -1.122 -0.106 -0.452
C 0.8608 -0.6341 0.4349 0.915 0.128 -0.009 -0.691
N 0.1206 0.3427 -0.3921 -1.797 0.143 -0.464 -0.104
C -1.1601 0.9251 0.2208 0.398 -0.265 -0.035 -0.640
C -2.4635 0.2391 -0.2110 0.795 1.232 0.432 -0.664
N -2.4210 -1.1680 0.0860 -0.103 0.189 -1.466 -0.435
H 3.4328 0.7065 -1.1056 -0.229 0.067 -0.344 0.262
H 3.1141 1.4233 0.2445 -0.304 0.023 0.411 0.192
H 2.5222 -1.2532 -0.6994 0.682 0.027 0.102 0.354
H 2.8528 -0.8978 1.0288 0.873 0.366 -0.179 0.319
H 0.4462 -1.6197 0.2382 0.155 -0.028 -0.014 0.367
H 0.6871 -0.4159 1.4862 -0.098 0.264 -0.043 0.344
H 0.7672 1.0910 -0.6946 0.362 -0.176 0.318 0.484
H -0.2185 -0.0866 -1.2544 0.344 -0.315 -0.027 0.363
H -1.1708 1.9763 -0.0469 -0.076 0.136 0.130 0.386
H -1.0214 0.7976 1.2911 -0.114 0.286 0.106 0.295
H -3.2126 0.8726 0.2923 -0.201 -0.455 0.152 0.329
H -2.6578 0.4276 -1.2686 0.183 -0.338 -0.118 0.433
H -3.2029 -1.6080 -0.3849 0.136 -0.379 0.414 0.240
H -2.3876 -1.3897 1.0563 -0.313 -0.098 0.666 0.201